ORCA calculation (ωB97M-V/def2-TZVPD) on C33H40I2N2OP2Sc as an isolated structure.

Each line ends with the Mulliken charge.
Geometry (Å):
Sc  -0.284  0.314  0.052  -0.8919
C  -0.019  2.714  3.119  -1.3966
C  -0.178  1.401  3.891  0.6218
C  0.648  1.449  5.174  -1.6776
P  0.186  0.083  2.617  1.1752
C  -0.389  -1.589  3.270  0.6095
C  -0.313  -1.815  4.774  -1.5490
C  0.390  -2.661  2.508  -1.5379
C  1.985  -0.117  2.431  0.0428
C  2.798  -0.449  3.515  -0.5108
C  4.115  -0.810  3.337  -1.2190
C  4.606  -0.933  2.044  -0.8795
C  3.825  -0.602  0.960  -0.3679
C  2.518  -0.103  1.112  0.1299
N  1.761  0.315  0.022  0.2882
C  2.430  0.817  -1.090  0.4445
C  3.674  1.466  -0.982  -0.4185
C  4.408  1.819  -2.092  -0.8627
C  3.925  1.560  -3.368  -1.3461
C  2.651  1.050  -3.511  -0.7948
C  1.884  0.706  -2.398  0.0137
P  0.140  0.210  -2.548  1.0425
C  0.099  -1.413  -3.492  0.5087
C  -1.370  -1.811  -3.652  -1.4294
C  0.804  -1.515  -4.843  -1.4995
C  -0.727  1.540  -3.552  0.5866
C  -0.792  2.764  -2.634  -1.4412
C  -0.170  1.947  -4.914  -1.6315
H  -0.349  3.561  3.716  0.5195
H  -0.605  2.699  2.193  0.1700
H  1.031  2.864  2.861  0.3079
H  -1.236  1.247  4.147  0.5739
H  1.691  1.666  4.957  0.3514
H  0.586  0.533  5.753  0.3294
H  0.268  2.256  5.800  0.4906
H  -1.448  -1.635  2.970  0.3875
H  0.707  -1.710  5.124  0.2518
H  -0.639  -2.826  5.016  0.4755
H  -0.958  -1.121  5.308  0.3870
H  1.362  -2.825  2.971  0.4013
H  0.557  -2.361  1.465  0.0508
H  -0.150  -3.604  2.515  0.5073
H  2.392  -0.422  4.513  0.3344
H  4.739  -1.040  4.186  0.4610
H  5.607  -1.299  1.879  0.4337
H  4.218  -0.734  -0.038  0.6323
H  4.062  1.676  0.004  0.6792
H  5.368  2.296  -1.961  0.4246
H  4.518  1.794  -4.238  0.4516
H  2.244  0.904  -4.499  0.6604
H  0.591  -2.108  -2.787  0.3099
H  -1.845  -1.191  -4.410  0.3646
H  -1.928  -1.705  -2.718  0.1957
H  -1.443  -2.844  -3.984  0.4896
H  0.280  -0.933  -5.597  0.2816
H  0.786  -2.555  -5.167  0.4374
H  1.843  -1.198  -4.802  0.3585
H  -1.744  1.141  -3.688  0.5219
H  0.213  3.139  -2.429  0.2728
H  -1.278  2.526  -1.683  0.1876
H  -1.358  3.564  -3.106  0.5440
H  0.751  2.514  -4.801  0.4102
H  -0.896  2.594  -5.406  0.4735
H  0.007  1.096  -5.563  0.2378
I  -3.840  3.749  0.479  0.0364
C  -4.126  1.668  0.319  -0.3752
C  -5.393  1.095  0.299  -0.1061
C  -5.544  -0.266  0.165  -0.3055
I  -7.512  -1.049  0.110  0.1018
C  -4.417  -1.114  0.066  0.5697
C  -4.451  -2.516  -0.059  -0.7899
C  -3.280  -3.228  -0.113  -1.2565
C  -2.062  -2.545  -0.059  -0.8405
N  -1.969  -1.232  0.038  1.1280
C  -3.125  -0.514  0.097  0.1477
C  -2.972  0.903  0.211  0.6369
O  -1.783  1.438  0.212  -0.0933
H  -6.260  1.735  0.370  0.3872
H  -5.400  -3.028  -0.102  0.2317
H  -3.281  -4.301  -0.186  0.4830
H  -1.133  -3.096  -0.102  0.6689

Values from the calculation:
**DFT total energy**: -3505.00769 Eh
**Total charge**: +1
**E_LUMO**: -3.369 eV
**HOMO energy**: -9.948 eV



ORCA calculation (ωB97M-V/def2-TZVPD) on C33H40N3O4Os as an isolated structure.

Each line ends with the Mulliken charge.
Geometry (Å):
Os  -0.099  0.362  -0.269  1.6193
C  3.404  -0.872  2.746  -1.5808
C  3.421  0.106  1.564  1.1513
C  4.612  1.064  1.720  -1.5671
C  3.494  -0.584  0.207  0.8214
C  4.405  -1.617  0.043  -0.7919
C  4.591  -2.220  -1.188  -1.4737
C  3.905  -1.755  -2.296  -0.9949
C  2.995  -0.709  -2.204  0.6737
C  2.409  -0.202  -3.524  0.1880
C  1.024  -0.780  -3.812  -1.2017
C  2.403  1.320  -3.719  -1.5534
C  2.760  -0.172  -0.925  -0.0537
N  1.773  0.870  -0.773  1.1520
C  2.166  2.198  -0.686  -0.0093
O  3.266  2.639  -0.873  -0.6069
C  1.012  3.072  -0.293  0.3058
C  1.039  4.437  -0.153  -0.7507
C  -0.124  5.078  0.267  -0.4664
C  -1.275  4.341  0.541  -0.6072
C  -1.228  2.980  0.377  0.5295
N  -0.104  2.383  -0.036  0.3551
C  -2.349  2.018  0.646  -0.4157
O  -3.411  2.379  1.075  -0.5868
N  -1.970  0.727  0.314  1.0173
C  -2.852  -0.394  0.553  0.0333
C  -3.730  -0.798  -0.462  0.8373
C  -4.532  -1.905  -0.203  -1.4271
C  -4.459  -2.586  0.999  -1.5418
C  -3.584  -2.162  1.983  -0.8632
C  -2.768  -1.053  1.789  0.7410
C  -1.882  -0.563  2.926  1.4534
C  -2.689  0.316  3.893  -1.6166
C  -1.210  -1.703  3.695  -1.7298
C  -3.941  -0.089  -1.798  0.4036
C  -4.588  1.296  -1.648  -1.5123
C  -2.724  -0.017  -2.722  -0.9140
H  3.237  -0.319  3.673  0.4447
H  4.363  -1.383  2.846  0.4298
H  2.620  -1.618  2.646  0.2301
H  2.502  0.696  1.609  -0.1711
H  5.547  0.500  1.686  0.3500
H  4.562  1.575  2.684  0.4517
H  4.641  1.812  0.928  0.3439
H  4.990  -1.948  0.892  0.3775
H  5.302  -3.031  -1.293  0.4147
H  4.110  -2.183  -3.271  0.4517
H  3.083  -0.604  -4.281  0.6798
H  0.306  -0.460  -3.058  -0.0111
H  1.029  -1.871  -3.816  0.3635
H  0.660  -0.428  -4.781  0.5032
H  1.524  1.784  -3.263  0.1657
H  2.364  1.548  -4.785  0.4957
H  3.297  1.790  -3.307  0.3420
H  1.958  4.966  -0.368  0.5920
H  -0.132  6.154  0.391  0.4722
H  -2.196  4.795  0.880  0.5839
H  -5.232  -2.235  -0.964  0.4430
H  -5.098  -3.444  1.174  0.4163
H  -3.549  -2.691  2.927  0.3709
H  -1.078  0.041  2.503  -0.4013
H  -3.400  -0.304  4.446  0.3705
H  -3.257  1.089  3.376  0.3840
H  -2.025  0.792  4.618  0.4211
H  -1.937  -2.286  4.263  0.4622
H  -0.496  -1.291  4.411  0.4120
H  -0.666  -2.377  3.030  0.2726
H  -4.659  -0.718  -2.325  0.6404
H  -3.847  2.063  -1.411  0.2895
H  -5.343  1.306  -0.861  0.3369
H  -5.066  1.585  -2.586  0.4689
H  -1.959  0.668  -2.333  -0.2107
H  -3.018  0.390  -3.692  0.5773
H  -2.267  -0.993  -2.878  0.2656
C  -0.023  -3.634  0.452  -1.5686
C  0.054  -2.164  0.282  0.7346
O  -0.399  -1.610  -0.797  -0.9331
O  0.517  -1.391  1.151  -0.4363
H  -1.075  -3.907  0.564  0.3593
H  0.538  -3.945  1.328  0.3855
H  0.355  -4.125  -0.445  0.4122

Values from the calculation:
**DFT total energy**: -1837.20472 Eh
**Spin multiplicity**: 5
**Total charge**: +1
**E_LUMO (alpha / beta)**: -4.045 / -5.833 eV
**HOMO energy (alpha / beta)**: -11.570 / -11.615 eV



ORCA calculation (ωB97M-V/def2-TZVPD) on C33H40N4P2Pb as an isolated structure.

Each line ends with the Mulliken charge.
Geometry (Å):
Pb  0.114  -2.777  0.291  0.9879
C  -1.204  3.093  -4.689  -0.3740
C  -0.382  3.426  -3.684  -0.3182
C  -0.644  4.511  -2.685  -0.9901
C  -2.143  4.707  -2.303  -0.8063
C  -2.861  3.420  -1.984  -0.3085
C  -3.546  2.669  -2.874  -0.5173
C  -3.744  3.061  -4.320  -0.6853
C  -2.530  3.722  -5.021  -0.9828
C  -0.599  -3.914  2.151  -1.5987
H  -0.905  2.324  -5.410  0.3566
H  0.639  3.042  -3.680  1.0345
H  -0.251  5.451  -3.111  0.3044
H  -0.074  4.344  -1.758  0.2555
H  -2.173  5.349  -1.406  0.4629
H  -2.651  5.255  -3.109  0.2832
H  -2.845  3.150  -0.921  0.4443
H  -4.131  1.814  -2.526  0.4736
H  -4.601  3.750  -4.369  0.2642
H  -4.025  2.184  -4.916  0.3906
H  -2.671  3.595  -6.105  0.4101
H  -2.525  4.800  -4.830  0.3764
H  -0.221  -4.906  1.858  0.4703
H  -1.666  -3.919  2.400  0.4391
H  0.065  -3.476  2.903  0.2105
P  -1.047  -0.685  1.782  0.2724
P  1.755  -0.339  0.242  -0.2503
N  -2.710  -0.964  1.277  0.6123
N  -1.302  -0.377  3.529  0.6274
N  1.469  -0.287  -1.590  0.2827
N  3.466  -0.020  0.225  0.5074
C  -0.657  0.936  0.997  -1.2240
C  0.892  1.172  0.883  -1.0735
C  -3.177  -2.060  0.534  -0.4296
C  -4.513  -1.859  0.252  -0.7417
C  -4.899  -0.619  0.848  -0.7941
C  -3.785  -0.095  1.482  -0.3700
C  -1.696  -1.331  4.492  -0.6050
C  -1.616  -0.745  5.754  -0.5993
C  -1.154  0.599  5.569  -0.6597
C  -0.965  0.794  4.213  -0.3501
C  1.224  -1.427  -2.381  -0.5533
C  0.749  -1.025  -3.620  -1.3229
C  0.689  0.395  -3.609  -0.0559
C  1.150  0.819  -2.368  -0.3406
C  4.216  0.808  -0.619  -0.3064
C  5.540  0.755  -0.224  -0.5377
C  5.628  -0.156  0.881  -0.6156
C  4.355  -0.633  1.128  -0.2844
H  -1.143  1.717  1.606  0.7470
H  -1.105  0.971  -0.013  0.2728
H  1.161  2.029  0.241  0.5550
H  1.298  1.385  1.890  0.4960
H  -2.547  -2.911  0.298  0.3327
H  -5.137  -2.535  -0.315  0.4584
H  -5.887  -0.183  0.821  0.4544
H  -3.654  0.784  2.099  0.4863
H  -2.002  -2.319  4.196  0.4044
H  -1.863  -1.209  6.693  0.4481
H  -0.987  1.329  6.348  0.4270
H  -0.626  1.657  3.653  0.3322
H  1.422  -2.432  -2.025  0.7019
H  0.481  -1.660  -4.451  0.4458
H  0.334  1.027  -4.405  0.1972
H  1.298  1.819  -1.980  0.4341
H  3.738  1.294  -1.459  0.3359
H  6.360  1.296  -0.670  0.4420
H  6.523  -0.422  1.419  0.4396
H  3.987  -1.375  1.819  0.2628
C  4.622  -4.946  2.702  -0.4284
C  3.731  -4.248  3.533  -0.6092
C  2.586  -3.620  2.958  -0.1785
C  2.315  -3.737  1.610  0.1469
C  3.208  -4.397  0.786  -0.3517
C  4.369  -5.019  1.333  -0.5626
H  5.507  -5.422  3.129  0.3672
H  3.917  -4.172  4.601  0.3465
H  1.939  -3.036  3.637  0.2440
H  3.054  -4.446  -0.302  0.2207
H  5.057  -5.547  0.672  0.3602

Values from the calculation:
**DFT total energy**: -2375.85109 Eh
**E_LUMO**: -0.348 eV
**HOMO energy**: -7.177 eV



ORCA calculation (ωB97M-V/def2-TZVPD) on C33H41AsBrIrNOSSb as an isolated structure.

Each line ends with the Mulliken charge.
Geometry (Å):
Ir  -0.405  0.286  -0.849  0.9705
S  -0.601  1.645  -2.948  -0.4602
C  -1.956  0.907  -3.778  1.0000
C  -1.939  0.789  -5.168  -0.8079
C  -3.012  0.226  -5.832  -0.5397
C  -4.124  -0.215  -5.132  -0.7492
C  -4.152  -0.099  -3.752  -0.3764
C  -3.081  0.460  -3.073  -0.4977
As  -3.004  0.561  -1.146  0.7809
C  -4.129  -0.919  -0.597  0.4983
C  -3.441  -2.042  -0.146  -0.6890
C  -4.126  -3.144  0.329  -0.7168
C  -5.511  -3.124  0.365  -0.5470
C  -6.207  -2.021  -0.106  -0.8354
C  -5.521  -0.922  -0.594  -0.0607
C  -4.099  2.132  -0.816  0.6694
C  -5.039  2.187  0.218  -0.2674
C  -5.731  3.356  0.473  -0.9048
C  -5.482  4.498  -0.279  -0.5296
C  -4.518  4.464  -1.276  -0.7167
C  -3.827  3.297  -1.538  -0.7358
H  -1.080  1.137  -5.721  0.4708
H  -2.989  0.130  -6.908  0.3750
H  -4.962  -0.654  -5.653  0.4003
H  -5.006  -0.454  -3.183  0.2882
H  -2.351  -2.019  -0.173  0.2544
H  -3.587  -4.008  0.689  0.4170
H  -6.054  -3.971  0.756  0.3922
H  -7.289  -2.022  -0.102  0.4051
H  -6.067  -0.058  -0.964  0.4371
H  -5.232  1.308  0.827  0.4648
H  -6.469  3.374  1.262  0.3988
H  -6.025  5.407  -0.078  0.4020
H  -4.301  5.351  -1.854  0.4306
H  -3.062  3.281  -2.307  0.3176
C  2.119  -2.874  -4.889  -1.3990
C  2.230  -2.172  -3.570  0.6788
C  3.496  -1.924  -3.005  -0.4622
C  3.555  -1.209  -1.812  -0.7041
C  2.387  -0.787  -1.237  0.3030
Br  2.466  0.281  0.352  -0.0535
N  1.142  -1.022  -1.733  -0.1018
C  1.114  -1.714  -2.909  -0.4506
H  3.001  -3.483  -5.082  0.3982
H  2.040  -2.140  -5.691  0.2760
H  1.236  -3.507  -4.926  0.3809
H  4.405  -2.247  -3.486  0.4113
H  4.497  -0.976  -1.343  0.4377
H  0.124  -1.865  -3.320  0.4560
C  -1.150  -0.601  5.821  -1.0079
C  -0.171  0.524  5.539  -0.9824
Sb  1.000  0.164  3.698  0.3052
C  2.349  -1.274  4.665  -0.8179
C  2.084  -2.694  4.206  -1.1150
C  2.424  1.789  4.050  -0.9227
C  1.991  3.111  3.452  -0.9563
H  -1.767  -0.375  6.692  0.3780
H  -0.623  -1.532  6.018  0.2697
H  -1.814  -0.762  4.973  0.2112
H  0.519  0.642  6.373  0.5687
H  -0.712  1.464  5.415  0.4356
H  2.218  -1.187  5.744  0.4071
H  3.369  -0.983  4.419  0.4418
H  1.036  -2.956  4.344  0.2766
H  2.690  -3.406  4.766  0.3662
H  2.321  -2.799  3.149  0.2626
H  3.361  1.473  3.597  0.4592
H  2.581  1.880  5.125  0.4657
H  1.885  3.021  2.373  0.1955
H  2.730  3.886  3.657  0.4107
H  1.041  3.437  3.871  0.2375
C  -1.288  3.426  1.415  -0.5989
O  -0.585  2.343  0.826  -0.2214
C  -0.926  1.057  1.037  0.3832
C  -2.071  0.775  1.965  -0.8854
H  -2.346  3.418  1.131  0.1434
H  -0.816  4.332  1.037  0.2801
H  -1.200  3.389  2.503  0.2051
H  -1.826  1.073  2.988  0.3615
H  -2.284  -0.293  1.969  0.2379
H  -2.979  1.319  1.667  0.0961

Values from the calculation:
**DFT total energy**: -6964.38714 Eh
**Spin multiplicity**: 5
**E_LUMO (alpha / beta)**: -0.106 / -0.597 eV
**HOMO energy (alpha / beta)**: -4.783 / -7.233 eV



ORCA calculation (ωB97M-V/def2-TZVPD) on C33H41BBrClN9O5PPrS2 as an isolated structure.

Each line ends with the Mulliken charge.
Geometry (Å):
Pr  0.092  -0.313  0.190  -0.2050
C  -0.832  4.300  0.310  -1.8915
C  -0.949  2.975  0.729  -0.5713
N  -0.518  2.148  -0.215  0.8998
N  -0.121  2.907  -1.248  1.0202
C  -0.292  4.207  -0.953  -0.2544
B  0.556  2.320  -2.516  0.0236
N  -0.310  1.163  -3.078  1.0513
C  -0.661  0.998  -4.366  -0.2527
C  -1.459  -0.119  -4.460  -1.6467
C  -1.524  -0.596  -3.152  -0.7594
N  -0.825  0.175  -2.329  0.5593
N  1.927  1.781  -2.111  -0.0317
C  3.164  2.191  -2.437  -0.1051
C  4.067  1.443  -1.714  -1.6266
C  3.274  0.581  -0.954  -0.4131
N  1.988  0.790  -1.202  1.0097
N  0.579  3.409  -3.583  0.6454
C  -0.550  4.005  -4.030  -0.3673
C  -0.204  4.887  -5.025  -1.1092
C  1.188  4.760  -5.119  -0.4573
N  1.636  3.871  -4.253  -1.3022
H  -1.092  5.189  0.850  0.5025
H  -1.311  2.608  1.673  0.4060
H  -0.025  4.982  -1.642  0.4438
H  -0.322  1.654  -5.142  0.3808
H  -1.901  -0.532  -5.344  0.4821
H  -2.048  -1.461  -2.795  0.4382
H  3.309  2.963  -3.165  0.5618
H  5.136  1.515  -1.731  0.4858
H  3.594  -0.160  -0.240  0.3949
H  -1.508  3.761  -3.618  0.5113
H  -0.852  5.523  -5.595  0.4606
H  1.863  5.278  -5.773  0.4528
C  -1.260  2.898  5.754  -1.4165
C  -0.364  1.708  5.444  -0.0765
O  0.413  1.988  4.296  -0.4714
P  0.860  0.795  3.252  1.3983
S  -0.832  -0.241  2.927  -0.6066
S  1.885  1.779  1.899  -0.6467
O  1.888  -0.060  4.148  -0.3280
C  1.557  -1.174  4.964  0.2396
C  2.812  -2.006  5.149  -1.1475
H  -1.913  2.661  6.593  0.3814
H  -1.875  3.132  4.887  0.2623
H  -0.661  3.770  6.003  0.3395
H  -0.975  0.813  5.263  0.3486
H  0.313  1.509  6.285  0.2843
H  0.758  -1.760  4.495  0.0987
H  1.192  -0.804  5.933  0.3050
H  3.104  -2.447  4.198  0.1097
H  2.626  -2.803  5.866  0.3934
H  3.616  -1.369  5.512  0.3249
Br  1.761  -1.420  -3.736  -0.0371
C  2.228  -2.592  -2.324  -0.0968
C  2.899  -3.753  -2.658  -0.8428
C  3.296  -4.581  -1.619  -0.7310
C  3.054  -4.164  -0.326  -0.7178
C  2.388  -2.964  -0.109  0.2184
N  1.943  -2.185  -1.104  0.8441
C  2.293  -2.414  1.325  0.1502
O  2.914  -3.034  2.180  -0.9150
O  1.628  -1.353  1.454  0.2199
H  3.102  -3.985  -3.692  0.4937
H  3.817  -5.505  -1.818  0.4481
H  3.373  -4.724  0.537  0.5698
C  -3.587  1.961  -1.339  -0.9173
C  -3.979  0.677  -0.617  -0.5347
O  -3.129  0.391  0.482  0.0627
C  -3.804  0.203  1.718  -0.7007
C  -3.931  1.485  2.540  -0.5610
H  -4.253  2.121  -2.185  0.4936
H  -2.566  1.865  -1.692  -0.0492
H  -3.641  2.821  -0.675  0.2964
H  -3.901  -0.160  -1.325  0.1674
H  -5.023  0.753  -0.284  0.4887
H  -3.200  -0.507  2.289  0.3821
H  -4.797  -0.238  1.546  0.5024
H  -2.944  1.768  2.893  -0.3138
H  -4.564  1.302  3.407  0.4567
H  -4.342  2.302  1.950  0.2969
Cl  -0.278  -3.613  2.327  -0.1257
C  -0.178  -4.292  0.734  1.0333
C  0.510  -5.472  0.552  -0.8177
C  0.635  -6.014  -0.719  -0.4367
C  0.050  -5.347  -1.788  -1.0168
C  -0.640  -4.173  -1.600  -0.2132
C  -0.784  -3.574  -0.327  0.1587
C  -1.511  -2.353  -0.108  -1.6178
H  0.967  -5.958  1.400  0.4097
H  1.177  -6.936  -0.873  0.4680
H  0.138  -5.757  -2.785  0.3754
H  -1.086  -3.677  -2.455  0.2781
H  -1.994  -2.323  0.878  0.6684
H  -2.256  -2.177  -0.886  0.6332

Values from the calculation:
**DFT total energy**: -6865.33296 Eh
**Spin multiplicity**: 3
**Total charge**: -1
**E_LUMO (alpha / beta)**: 2.453 / 2.453 eV
**HOMO energy (alpha / beta)**: -4.215 / -4.203 eV